{
  "formula": "C5H8N2",
  "method": "wB97M-V/def2-TZVPD",
  "elements": ["H", "N", "C", "C", "C", "N", "C", "C", "H", "H", "H", "H", "H", "H", "H"],
  "positions_angstrom": [[-0.84438, 2.17109, -0.29119], [0.09695, 1.90279, -0.08975], [0.47095, 0.70403, -0.15269], [1.86896, 0.32835, 0.17061], [2.17165, -0.90639, -0.07508], [-0.34253, -0.54629, -0.08136], [-1.71345, -0.37362, -0.65320], [-1.48244, -0.22198, 0.76617], [2.48026, 1.17754, 0.16489], [1.61241, -1.72361, -0.18192], [3.22025, -1.15921, -0.09035], [-1.73751, 0.37781, -1.37059], [-2.18798, -1.39854, -0.91418], [-2.19177, -1.09024, 1.40944], [-1.42136, 0.75828, 1.38921]],
  "forces_ev_per_a": [[-0.9, -0.4, 0.0], [1.2, 0.6, -0.9], [-0.6, -1.3, 2.6], [-2.8, 1.1, -2.0], [4.9, 0.6, 0.8], [-0.7, 0.5, -0.1], [0.0, -2.7, -0.2], [-3.1, -0.4, 3.9], [1.4, 0.7, 0.5], [-2.8, -2.5, -0.6], [0.5, 0.0, 0.1], [-0.6, 1.4, -1.0], [0.9, 2.1, 0.1], [2.9, 2.2, -1.6], [-0.3, -1.8, -1.5]],
  "nbo_charge": [0.3495, -0.6669, 0.4236, -0.2630, -0.2864, -0.4789, -0.2736, -0.2505, 0.2209, 0.2106, 0.1807, 0.2018, 0.2100, 0.1990, 0.2233],
  "homo_lumo_gap_ev": 10.34,
  "lumo_energy_ev": 0.98,
  "relative_energy_ev": 4.338,
  "e_homo_ev": -9.368,
  "multiplicity": 1
}